[1]
{
  "formula": "C4H6O3V",
  "method": "ωB97M-V/def2-TZVPD",
  "elements": ["O", "C", "C", "H", "H", "H", "C", "O", "V", "O", "C", "H", "H", "H"],
  "positions_angstrom": [[0.10641, 0.39633, -0.70695], [1.09867, 0.01187, 0.08557], [1.39963, -1.41494, 0.30132], [2.43862, -1.52446, 0.61758], [0.70962, -1.83104, 1.04915], [1.21945, -1.98565, -0.62069], [-1.08090, 2.83610, 0.84230], [-2.12796, 2.52815, 1.16077], [0.68399, 2.35009, -0.43491], [1.34659, 0.93790, 0.89049], [-1.24714, -0.40593, -0.73040], [-1.48389, -0.93174, 0.19803], [-2.02520, 0.21314, -1.17830], [-1.03790, -1.17982, -1.47395]],
  "forces_ev_per_angstrom": [[-2.24, -0.01, -1.86], [-1.77, -1.02, 4.05], [0.62, -0.25, -1.20], [-0.17, -0.13, 0.18], [0.19, 0.37, 0.16], [0.23, 0.14, 0.20], [-2.98, -1.29, 0.35], [2.81, 1.21, -0.47], [-0.08, 0.72, 0.69], [1.91, 0.13, -1.33], [0.80, -1.32, -1.72], [0.34, 0.90, 0.30], [0.38, 0.46, 0.55], [-0.03, 0.09, 0.10]],
  "charge": 2,
  "multiplicity": 4,
  "homo_lumo_gap_ev": [10.0, 11.4],
  "e_lumo_ha": [-0.37587, -0.35932],
  "homo_ev": [-20.195, -21.147]
}



[2]
{
  "formula": "C5H12Cl",
  "method": "ωB97M-V/def2-TZVPD",
  "elements": ["Cl", "H", "C", "C", "C", "C", "C", "H", "H", "H", "H", "H", "H", "H", "H", "H", "H", "H"],
  "positions_angstrom": [[3.59216, 1.18624, 1.79372], [1.02063, -0.85072, 1.04183], [0.68489, -1.29146, 0.04767], [-0.00849, -0.20943, -0.81462], [1.02703, 0.78061, -1.14038], [-1.00601, 0.58645, 0.13976], [-2.31145, -0.19701, 0.30210], [1.59290, -1.71406, -0.43247], [-0.01493, -2.15449, 0.25184], [-0.51958, -0.62953, -1.70997], [2.52794, 1.04669, 1.06225], [2.15283, 0.49358, -1.48819], [0.92588, 1.92788, -0.97368], [-0.49434, 0.67669, 1.13207], [-1.23449, 1.60338, -0.22114], [-3.10142, 0.38682, 0.78293], [-2.67786, -0.54147, -0.68611], [-2.15569, -1.10018, 0.91238]],
  "forces_ev_per_angstrom": [[-0.38, -0.05, -0.23], [-0.49, -0.54, -1.20], [-0.18, -1.00, 0.58], [-0.02, 1.17, 1.69], [3.70, 2.07, -1.17], [-0.16, -0.98, -0.14], [-0.11, -0.40, -0.07], [-0.58, 0.27, 0.12], [0.73, 0.87, -0.06], [0.23, 0.19, 0.55], [0.33, 0.05, 0.14], [-2.96, 0.44, 0.80], [-0.12, -2.26, -0.34], [-0.40, 0.13, -0.80], [0.29, -0.44, -0.10], [0.11, -0.04, -0.07], [0.08, 0.28, 0.48], [-0.05, 0.25, -0.18]],
  "multiplicity": 2,
  "homo_lumo_gap_ev": [9.5, 11.0],
  "e_lumo_ha": [0.03936, -0.00469],
  "homo_ev": [-8.381, -11.112]
}